Formula: C10H16Cl2CoN2
Source: OMol25
Level of theory: wB97M-V/def2-TZVPD

Last column: natural (NBO) charge in e.
Atoms and positions in Å:
1 Co 0.598 0.336 1.576  1.35
2 Cl -0.840 1.520 0.477  -0.70
3 Cl 1.129 0.926 3.534  -0.69
4 C 1.493 -0.496 -0.268  -0.78
5 H 1.230 0.104 -1.152  0.18
6 H 2.475 -0.213 0.148  0.17
7 C -1.005 -1.437 -2.367  -0.18
8 C 0.247 -1.842 -2.712  -0.19
9 H -1.651 -2.053 -1.730  0.22
10 C 1.142 -1.061 -3.617  -0.45
11 H 0.628 -2.805 -2.357  0.20
12 C 0.679 0.403 -3.730  -0.39
13 H 2.195 -1.113 -3.311  0.21
14 H 1.095 -1.504 -4.623  0.20
15 C -0.815 0.490 -3.998  -0.39
16 H 0.915 0.936 -2.806  0.21
17 H 1.241 0.919 -4.511  0.19
18 C -1.597 -0.140 -2.811  -0.46
19 H -1.137 1.528 -4.161  0.20
20 H -1.051 -0.077 -4.914  0.18
21 H -1.630 0.582 -1.973  0.25
22 H -2.646 -0.297 -3.100  0.20
23 N 0.107 -2.388 1.106  -0.32
24 C -0.898 -3.278 1.152  -0.09
25 C -2.047 -2.687 1.727  -0.39
26 C -1.701 -1.355 1.983  -0.06
27 N -0.378 -1.204 1.618  -0.49
28 H 1.396 -1.582 -0.409  0.23
29 H -0.776 -4.281 0.770  0.19
30 H -2.997 -3.157 1.893  0.20
31 H -2.253 -0.510 2.371  0.22

expectation value of S²	6.01
2S+1	5
lowest unoccupied orbital energy (alpha / beta)	3.307 / 2.476	eV
energy	-2803.32569	Ha
net charge	-1